Entry from OMol25: C4H3CsMgO2 as an isolated structure at a distorted geometry (the ωB97M-V functional and the def2-TZVPD basis).

Its HOMO-LUMO gap (alpha / beta) is 6.541 / 5.658 eV. The total charge is +1. As for the electronic energy: -524.61483 hartree. The expectation value of S² is 0.752. Its spin multiplicity is 2.

```
11
C4H3CsMgO2 the ωB97M-V functional and the def2-TZVPD basis
C -2.314 0.172 2.095
C -2.017 0.187 3.453
H -0.650 1.856 1.685
Mg 2.587 0.845 1.495
O 0.716 0.340 1.395
C -0.367 0.850 2.036
Cs 0.381 -1.236 -1.752
O -2.828 -0.380 1.171
C -0.643 0.544 3.414
H -2.755 0.386 4.230
H 0.069 0.116 4.126
```

=====

Entry from OMol25: C25H35MnN3O8PS2Sb as an isolated structure (the ωB97M-V functional and the def2-TZVPD basis).

Its HOMO-LUMO gap (alpha / beta) is 7.096 / 7.149 eV. The total charge is +2. As for the electronic energy: -4268.17602 hartree. The expectation value of S² is 4.028. Its spin multiplicity is 4.

```
76
C25H35MnN3O8PS2Sb the ωB97M-V functional and the def2-TZVPD basis
H 2.892 -4.314 -2.304
C -2.613 -4.530 -0.180
C 1.299 -1.051 3.112
S -0.723 7.433 2.562
H 3.975 -0.485 -0.860
H -3.991 -2.381 -2.826
O -1.271 6.388 3.358
H 1.723 -0.135 -2.986
H -1.756 -4.433 0.487
H 2.384 -4.648 -0.653
O -1.451 8.632 2.346
H 0.874 -5.834 -2.295
H -2.952 -1.593 -4.040
C 1.017 0.033 3.919
H -0.173 5.098 -2.514
Sb 1.911 -2.106 -1.221
O -2.844 -1.351 0.422
H -2.514 -5.419 -0.794
C -0.395 6.654 0.813
O 0.148 2.076 5.890
H 1.838 0.626 4.305
H 0.288 0.751 1.837
S 0.637 -3.167 1.475
N -0.319 5.355 0.833
C 2.078 -4.185 -1.591
H -1.880 -2.117 2.535
H -3.534 -4.572 0.395
H -4.296 -0.031 -0.282
C -1.345 -0.376 3.667
N -0.352 7.491 -0.184
H 3.606 -1.291 0.662
H 2.324 -1.312 2.883
H 4.681 -3.425 -0.195
C 3.768 -1.455 -0.404
H 3.962 -1.212 -3.518
H -4.139 -0.625 -3.127
H -0.045 -4.627 -1.403
H 2.972 -1.067 -4.963
O -1.740 2.168 4.743
H 0.473 -4.305 -3.063
C -0.448 2.498 -1.458
H -4.920 -1.572 0.376
H -4.268 -0.328 1.472
C -0.290 6.920 -1.384
C -3.460 -1.472 -3.089
H 3.125 -2.626 -4.167
H 0.227 3.233 1.766
H -0.684 2.933 -2.419
C 1.811 -1.209 -3.150
H -2.363 -0.088 3.893
C -0.249 5.536 -1.530
C 0.769 -4.764 -2.118
O -2.693 -3.403 -1.090
Mn -0.115 -1.483 0.305
C 0.060 2.650 0.871
C -1.073 -1.492 2.888
H -0.257 7.582 -2.240
C 0.250 -1.822 2.578
H 0.860 1.459 6.076
H 0.887 -1.553 -3.618
C -0.308 0.388 4.184
H 5.059 -2.623 -1.722
H -0.618 0.484 -2.188
P -2.070 -1.986 -0.806
O -2.445 -1.162 -2.087
H 5.820 -2.086 -0.231
C -0.705 1.618 4.967
C -0.412 1.123 -1.341
C -4.177 -0.786 0.493
O 0.772 7.538 2.555
C 3.040 -1.553 -3.990
C 4.889 -2.460 -0.658
C -0.267 4.775 -0.370
C -0.210 3.288 -0.338
N -0.143 0.511 -0.180
C 0.086 1.276 0.910
```

=====

Entry from OMol25: a 2-piece molecular cluster, C6H10Se overall at a distorted geometry (the ωB97M-V functional and the def2-TZVPD basis).

Its HOMO-LUMO gap (alpha / beta) is 7.782 / 7.781 eV. As for the structure (SMILES): CC=[Se].C=CC=C. As for the electronic energy: -2635.90553 hartree.

```
17
C6H10Se the ωB97M-V functional and the def2-TZVPD basis
H -0.087 0.979 -1.907
H 2.232 2.682 0.690
C -1.717 -1.159 0.372
Se 2.996 0.164 -0.940
C -1.352 0.155 -0.301
H -2.044 0.987 -0.058
C -1.364 -2.416 0.177
C -0.409 0.074 -1.273
H 1.057 1.807 1.693
H -1.473 -3.230 0.968
H 1.250 -0.236 0.568
H -2.146 -0.973 1.303
C 1.767 0.559 0.275
C 1.412 1.972 0.678
H 0.660 2.272 -0.002
H 0.075 -0.808 -1.499
H -0.858 -2.830 -0.744
```

=====

Number 3 is which compound? C6H10Se